# 1
Density functional theory data (the ωB97M-V functional and the def2-TZVPD basis) for C5H18N4 as an isolated structure at a distorted geometry.

Geometry (Å):
N  1.5510  -0.0402  -1.2841
N  0.0669  0.4747  1.1804
N  3.5410  0.8751  -0.2780
N  -0.2812  -2.2096  1.1317
C  -1.4741  -2.1177  0.6685
C  2.2282  0.2644  -0.0454
C  1.3297  1.1329  0.8522
C  -1.7431  0.0261  -0.9536
C  -3.1551  0.4455  -0.5637
H  1.1872  0.7954  -1.7287
H  -1.7700  -0.7889  -1.6774
H  -3.7720  0.7390  -1.4195
H  -2.2062  -1.5834  1.2642
H  2.1881  -0.4969  -1.9255
H  -3.1212  1.2982  0.1192
H  0.3596  -2.6900  0.5039
H  3.4389  1.8165  -0.6463
H  -3.6815  -0.3630  -0.0497
H  -0.8373  0.2244  0.0699
H  1.9003  1.3821  1.7577
H  0.1530  -0.5958  1.3797
H  -1.8572  -2.6685  -0.1905
H  -1.2785  0.8457  -1.5183
H  -0.3783  0.9174  1.9765
H  4.0849  0.9296  0.5765
H  2.4147  -0.6844  0.4722
H  1.1120  2.0716  0.3283

- HOMO energy: -0.275 Ha
- Strongest force on any atom: 3.34 eV/Å
- E_tot: -420.2135 hartree
- Gap between HOMO and LUMO: 8.4 eV



# 2
Density functional theory data (the ωB97M-V functional and the def2-TZVPD basis) for C2H3N3O as an isolated structure at a distorted geometry.

Geometry (Å):
O  -0.6831  0.5093  0.5904
N  0.8092  -0.7328  -0.5178
N  -1.3553  -0.5077  -0.0096
N  1.1877  1.5958  0.2823
C  0.6115  0.4477  0.0980
C  -0.3372  -1.2418  -0.5006
H  -0.5454  -2.2748  -0.7323
H  -2.2520  -0.8119  0.0875
H  2.1255  1.2903  0.0524

- HOMO energy: -0.328 Ha
- Strongest force on any atom: 5.11 eV/Å
- E_tot: -317.4212 hartree
- Gap between HOMO and LUMO: 9.5 eV



# 3
Density functional theory data (the ωB97M-V functional and the def2-TZVPD basis) for CHCl3O as an isolated structure at a distorted geometry.

Geometry (Å):
Cl  0.8716  0.4484  1.9302
Cl  2.0346  -2.0048  1.6703
Cl  1.5937  1.3582  -0.6911
O  1.5460  -1.6667  0.1827
C  0.5037  0.5968  0.3216
H  -0.5001  0.2382  0.1721

- HOMO energy (alpha / beta): -0.324 / -0.324 Ha
- Strongest force on any atom: 3.09 eV/Å
- E_tot: -1494.3296 hartree
- Gap between HOMO and LUMO (alpha / beta): 7.0 / 7.0 eV



# 4
Density functional theory data (the ωB97M-V functional and the def2-TZVPD basis) for C38H29Br2F3InN5O3P2S2 as an isolated structure.

Geometry (Å):
In  0.2105  -0.2088  0.0189
Br  -4.2027  0.1506  -2.5800
Br  -2.7790  -1.8642  -0.4919
S  3.8484  4.5619  -4.6882
S  1.9889  -2.2305  -0.8547
P  -1.7044  1.5259  1.1340
P  -0.5361  -0.8046  2.3903
F  3.7210  -4.1298  -0.5718
F  1.7769  -4.5873  0.2641
F  2.0642  -4.6135  -1.8809
O  0.5023  -2.1916  -1.0309
O  2.7306  -1.6965  -1.9472
O  2.2428  -1.6415  0.4629
N  2.5643  3.6274  -4.9454
N  0.1888  0.5531  -2.0545
N  -1.6311  0.4629  2.4674
N  4.1385  4.2068  -3.1457
N  1.9266  1.1926  -0.0714
C  -0.8118  -3.4926  1.9488
C  1.2646  2.0236  -3.6026
C  -6.1204  2.0355  0.0446
C  3.2282  3.3191  -2.7794
C  2.0814  1.8103  -1.2567
C  0.3856  1.6026  -4.6060
C  -2.5906  -4.8433  2.8274
C  -0.5598  0.6473  -4.3097
C  -4.3165  -1.5098  -1.6362
C  1.2134  -1.6755  4.3559
C  -0.5370  5.6209  2.8260
C  2.4190  -4.0205  -0.7560
C  3.1291  2.7091  -1.4730
C  -1.7533  5.0471  3.1784
C  -5.7364  0.9488  0.8170
C  1.0634  0.7200  4.0333
C  -3.1378  -3.7314  3.4583
C  -4.4017  0.7707  1.1527
C  2.8040  1.3981  0.9057
C  -3.4508  1.6923  0.7225
C  0.3123  4.9718  1.9421
C  -0.0493  3.7396  1.4169
C  -5.1715  2.9507  -0.3931
C  2.3231  2.9856  -3.8135
C  -2.5230  -2.4972  3.3419
C  -1.3582  -2.3797  2.5830
C  0.6487  -0.5770  3.7128
C  -1.4288  -4.7275  2.0788
C  -3.8400  2.7843  -0.0538
C  -1.2661  3.1573  1.7667
C  2.1841  -1.4759  5.3252
C  -0.6245  0.1379  -3.0176
C  2.0294  0.9083  5.0067
C  3.8715  2.2754  0.7620
C  2.5899  -0.1899  5.6501
C  4.0323  2.9442  -0.4329
C  -2.1225  3.8249  2.6459
C  1.1398  1.4681  -2.3284
H  -2.0139  0.7447  3.3636
H  0.8928  -2.6804  4.1124
H  1.2516  5.4272  1.6589
H  -5.1874  -1.4863  -0.9932
H  -4.3623  -2.3201  -2.3529
H  -1.3395  -0.6260  -2.7490
H  2.3394  1.9098  5.2731
H  -6.4790  0.2455  1.1711
H  -4.1041  -0.0803  1.7531
H  0.6141  3.2380  0.7222
H  2.6504  0.8428  1.8234
H  -7.1620  2.1750  -0.2107
H  -2.9519  -1.6343  3.8370
H  -1.2450  0.2794  -5.0595
H  -2.4175  5.5603  3.8602
H  0.6262  1.5828  3.5392
H  3.3407  -0.0398  6.4138
H  -0.2564  6.5809  3.2373
H  0.4770  2.0198  -5.6001
H  -1.0060  -5.5943  1.5896
H  -3.1111  3.5165  -0.3812
H  -4.0405  -3.8315  4.0452
H  4.5636  2.4112  1.5799
H  4.8521  3.6331  -0.5883
H  2.6177  -2.3268  5.8320
H  0.0869  -3.3983  1.3545
H  -5.4723  3.8002  -0.9908
H  -3.0858  3.3980  2.9015
H  -3.0753  -5.8055  2.9226

- HOMO energy: -0.509 Ha
- Strongest force on any atom: 0.23 eV/Å
- E_tot: -9081.4846 hartree
- Gap between HOMO and LUMO: 7.9 eV
- Charge: +2



# 5
Density functional theory data (the ωB97M-V functional and the def2-TZVPD basis) for C11H18Cl2DyN2O2P as an isolated structure at a distorted geometry.

Geometry (Å):
Dy  -0.0743  -1.1865  -0.0329
Cl  1.3185  -3.1832  -1.9240
Cl  2.3674  -0.7680  -0.0933
P  -0.5433  1.2633  -1.3266
O  -1.1954  -2.4871  -1.6467
O  -3.0689  0.5823  1.2335
N  0.3180  -0.0609  2.1144
N  1.1570  -2.0725  2.9129
C  -0.5862  0.6827  -3.0689
C  -0.4192  -3.2249  -2.3070
C  -2.2077  0.0153  0.7063
C  -1.8965  2.4830  -1.3389
C  0.1638  1.2791  2.2345
C  -0.7459  -4.1938  -3.3672
C  1.4381  -0.0464  4.2624
C  0.7473  2.0225  3.2483
C  0.8863  2.4154  -1.2193
C  1.3962  1.3400  4.2814
C  0.9748  -0.6912  3.1014
H  1.9361  -2.2624  2.2749
H  -0.2437  -5.1460  -3.1134
H  -2.8550  1.9816  -1.5094
H  -1.7551  3.2328  -2.1319
H  1.8244  1.8473  -1.2123
H  1.8507  -0.6733  5.0543
H  0.8985  3.1344  -2.0510
H  -0.4760  1.7405  1.4863
H  -0.4440  1.5319  -3.7515
H  -0.2997  -3.8498  -4.3198
H  1.3986  -2.4915  3.8042
H  0.8264  2.9755  -0.2745
H  1.8171  1.8860  5.1152
H  -1.9422  3.0087  -0.3774
H  -1.5636  0.2181  -3.2771
H  0.6238  3.1042  3.2498
H  0.2062  -0.0590  -3.2546
H  -1.8324  -4.3482  -3.4823

- HOMO energy (alpha / beta): -0.566 / -0.566 Ha
- Strongest force on any atom: 5.38 eV/Å
- E_tot: -2836.2944 hartree
- ⟨S²⟩: 9.339
- 2S+1: 6
- Gap between HOMO and LUMO (alpha / beta): 7.9 / 7.9 eV
- Charge: +2



# 6
Density functional theory data (the ωB97M-V functional and the def2-TZVPD basis) for a 2-piece molecular cluster, C4H11N3O2 overall at a distorted geometry.

Geometry (Å):
O  -0.7733  -1.5620  -0.2579
O  -2.3917  -1.7427  -1.7961
N  0.6755  0.5813  0.5440
N  -0.0404  1.9766  2.2641
N  -1.4710  0.4266  1.2542
C  -1.2157  -1.8276  -1.4352
C  -0.2571  0.9599  1.3923
C  -0.1671  -2.1825  -2.4795
C  1.8226  1.3682  0.1964
H  -2.0168  0.2491  2.0853
H  0.5005  -0.3648  0.1820
H  -0.8187  2.3928  2.7498
H  0.3565  -1.2756  -2.8177
H  2.6814  1.1725  0.8395
H  1.5992  2.4271  0.1318
H  -1.5279  -0.3696  0.5754
H  0.8010  1.9642  2.8186
H  0.6586  -2.7742  -2.0866
H  -0.6509  -2.5472  -3.3745
H  2.2351  1.1276  -0.7860

- HOMO energy: -0.297 Ha
- Strongest force on any atom: 1.26 eV/Å
- E_tot: -473.7775 hartree
- Gap between HOMO and LUMO: 8.2 eV